# 1
# C21H64N6O11

11 unconnected molecules or ions with the total composition C21H64N6O11 in a non-equilibrium geometry (ωB97M-V with the def2-TZVPD basis set, OMol25).

Summary:
- Structure (SMILES): NC(N)=O.NC(N)=O.NC(N)=O.CC(C)O.CC(C)O.CC(C)O.CC(C)O.CC(C)O.CO.CO.CO
- ΔE to the lowest compared entry with this formula, charge and spin: 3.5 kcal per mole
- Multiplicity: 1
- Electronic energy: -54279.845 eV
- Gap between HOMO and LUMO: 0.346 Eh

Cartesian coordinates (Å):
N  -3.85360  1.61972  -3.67732
C  -3.52900  0.42369  -3.08982
N  -4.58347  -0.22999  -2.50248
O  -2.36701  -0.00293  -3.05237
H  -4.72725  2.06399  -3.47154
H  -3.13588  2.16955  -4.11009
H  -5.45957  0.24427  -2.59944
H  -4.51978  -1.22649  -2.40969
N  -1.67651  5.04957  0.40515
C  -2.82460  4.90008  -0.34305
N  -2.89378  3.68533  -0.98770
O  -3.74605  5.70276  -0.34955
H  -0.89146  4.45510  0.19083
H  -1.45462  5.94290  0.80474
H  -2.15030  3.02713  -1.13932
H  -3.78061  3.52823  -1.43062
N  0.07547  -1.00366  -4.43363
C  0.68532  0.13201  -4.87389
N  -0.12570  1.22341  -4.98129
O  1.89927  0.18698  -5.06550
H  0.59401  -1.85693  -4.37563
H  -0.89333  -0.93772  -4.15850
H  -1.09241  1.16883  -4.73025
H  0.31976  2.12192  -4.94664
C  -0.28975  -4.63425  -0.47482
C  -1.16811  -5.87954  -0.32707
C  -2.60670  -5.46254  -0.08484
O  -1.14254  -6.67242  -1.50874
H  0.74714  -4.90930  -0.66483
H  -0.32538  -4.11426  0.48667
H  -0.64551  -3.96134  -1.25736
H  -0.72456  -6.43939  0.49464
H  -3.29333  -6.30991  -0.08762
H  -2.95133  -4.87533  -0.94621
H  -2.75422  -4.81869  0.78250
H  -1.43225  -6.14263  -2.25701
C  -2.80137  1.80280  6.06051
C  -2.11327  2.93283  5.29510
C  -0.93991  2.37076  4.48112
O  -3.04486  3.54363  4.42322
H  -3.63470  2.25499  6.60046
H  -2.15205  1.32816  6.80113
H  -3.15306  0.99889  5.41002
H  -1.82384  3.67646  6.03771
H  -0.10874  2.10816  5.14589
H  -0.48803  2.99970  3.71303
H  -1.22853  1.44207  3.97922
H  -3.43220  2.88145  3.84185
C  -0.44969  0.97052  1.04160
C  0.13672  0.72693  -0.34964
C  0.27188  -0.75058  -0.69772
O  -0.71525  1.40559  -1.29101
H  0.29585  0.73057  1.79947
H  -1.30980  0.31009  1.19663
H  -0.92064  1.94698  1.15993
H  1.16455  1.10980  -0.32780
H  -0.71072  -1.18781  -0.90163
H  0.69086  -1.33215  0.12474
H  0.91576  -0.84863  -1.57267
H  -1.03845  0.74853  -1.94132
C  3.62952  1.40742  -2.46383
C  4.04082  -0.02679  -2.15061
C  3.92829  -0.29088  -0.65960
O  3.18651  -0.94568  -2.81998
H  3.77477  1.66445  -3.51490
H  4.24226  2.12367  -1.90893
H  2.58245  1.60781  -2.22348
H  5.09225  -0.19786  -2.41606
H  4.17360  -1.30659  -0.35132
H  2.92156  -0.07019  -0.29190
H  4.62205  0.37353  -0.13543
H  2.86168  -0.50793  -3.62734
C  4.79823  -2.41043  2.41800
C  4.24097  -3.78616  2.13428
C  2.99198  -3.70353  1.23945
O  5.20753  -4.55294  1.41471
H  4.75643  -1.74234  1.55705
H  5.84546  -2.46215  2.72141
H  4.24593  -1.92732  3.22554
H  3.99471  -4.24776  3.09594
H  2.56865  -4.70052  1.08760
H  3.23841  -3.24007  0.28429
H  2.16891  -3.11714  1.66172
H  4.73773  -5.28861  1.01181
C  0.64084  4.20252  -2.39607
O  0.89919  3.71751  -1.09152
H  0.87331  5.26555  -2.40266
H  1.20714  3.65796  -3.15670
H  -0.42325  4.12875  -2.65836
H  0.55799  2.80728  -1.05389
C  -3.45075  -1.58155  1.43363
O  -3.09614  -1.30327  2.78755
H  -3.16542  -2.60904  1.21552
H  -4.50470  -1.36730  1.27116
H  -2.93572  -0.89215  0.75661
H  -2.30872  -1.80800  3.00123
C  2.58370  2.36693  2.10550
O  2.77652  1.82342  3.38509
H  1.52170  2.44452  1.84085
H  2.97128  3.37395  1.96300
H  3.05503  1.74935  1.33224
H  2.25443  1.03363  3.52077

Atom charges from the Löwdin analysis, given in e for atoms 1 to 6: N 0.177; C -0.599; N 0.176; O -0.025; H 0.101; H 0.104

---

# 2
# C3H3MgO2

A molecular structure, C3H3MgO2 (ωB97M-V with the def2-TZVPD basis set, OMol25).

Summary:
- Multiplicity: 1
- Total charge: -1
- Electronic energy: -12698.892 eV
- Gap between HOMO and LUMO: 0.186 Eh

Cartesian coordinates (Å):
C  1.36707  0.41090  0.85817
O  -0.27227  0.75601  -0.86262
C  0.47245  -0.31809  1.48764
C  1.00724  1.06444  -0.47501
O  -0.28648  -1.00904  2.05386
H  2.31034  0.60992  1.37048
H  1.14822  2.15955  -0.35215
H  1.77133  0.74151  -1.21526
Mg  -1.33123  -0.55725  -1.78640

Atom charges from the Löwdin analysis, given in e for atoms 1 to 6: C -0.110; O -0.611; C -0.255; C -0.469; O 0.101; H 0.093

---

# 3
# C4H13NO2

2 unconnected molecules or ions with the total composition C4H13NO2 in a non-equilibrium geometry (ωB97M-V with the def2-TZVPD basis set, OMol25).

Summary:
- Structure (SMILES): CCCNCO.O
- ΔE to the lowest compared entry with this formula, charge and spin: 44.7 kcal per mole
- Multiplicity: 1
- Electronic energy: -9942.257 eV
- Gap between HOMO and LUMO: 0.366 Eh

Cartesian coordinates (Å):
C  -2.19919  0.33868  1.59829
C  -0.68092  0.15026  1.38620
C  -0.43848  0.34168  -0.13685
N  0.84588  -0.28209  -0.47851
C  0.91289  -1.59866  -1.00466
O  0.56810  -2.67172  -0.20720
H  -2.70016  1.22073  0.98149
H  -2.76736  -0.51764  1.14458
H  -2.45157  0.35854  2.68739
H  -0.13177  0.98596  1.94249
H  -0.61916  -0.87860  1.59925
H  -0.57486  1.44181  -0.40285
H  -1.22881  -0.08527  -0.77601
H  1.67008  -0.13662  0.12547
H  1.84821  -1.83045  -1.56489
H  0.13516  -1.73884  -1.72741
H  -0.06837  -2.30837  0.36698
O  2.94369  2.22020  -1.88450
H  2.77984  3.15095  -2.10369
H  2.15679  1.83944  -1.54557

Atom charges from the Löwdin analysis, given in e for atoms 1 to 6: C -0.153; C -0.246; C -0.239; N -0.064; C -0.350; O -0.028